Here is C4H8O2 in the gas phase from the OMol25 dataset. Energies are from ωB97M-V/def2-TZVPD.

As for the SMILES: OC[C@H]1CCO1. As for the total energy: -307.64093 a.u. As for the frontier orbital gap: 10.70 eV. Its LUMO energy is 0.98 eV. Its net charge is 0.

Geometry (Å):
O1 -1.8364 0.2280 -0.9055
C1 -1.4635 -0.6553 0.1314
C2 0.0184 -0.6122 0.4648
C3 0.9998 -0.1986 -0.6464
C4 1.3145 0.9859 0.2762
O2 0.3240 0.5727 1.2293
H1 -1.6461 1.1232 -0.5970
H2 -2.0047 -0.4225 1.0616
H3 -1.7588 -1.6574 -0.1934
H4 0.3053 -1.5197 1.0141
H5 1.8264 -0.8844 -0.8409
H6 0.5019 0.0653 -1.5812
H7 1.0951 1.9852 -0.1187
H8 2.3240 0.9897 0.7058

Here is a molecular structure, C5H9P in a non-equilibrium geometry from the OMol25 dataset. Energies are from ωB97M-V/def2-TZVPD.

As for the total energy: -537.11169 a.u. As for the frontier orbital gap: 8.61 eV. Its LUMO energy is 1.01 eV. Its net charge is 0.

Geometry (Å):
C1 -0.8513 -1.1407 -0.9646
C2 -1.3407 -0.5727 0.1143
C3 0.1150 -0.8271 0.1012
C4 0.8705 -1.7978 0.9486
C5 -0.0714 2.3322 -0.0928
P1 1.3270 1.1774 -0.4617
H1 -1.0260 -1.5408 -1.9344
H2 -2.1735 -0.2045 0.6600
H3 0.7089 -1.5940 2.0069
H4 1.9359 -1.7402 0.7450
H5 0.5293 -2.8141 0.7348
H6 0.1460 3.3000 -0.5393
H7 -0.1543 2.4546 0.9854
H8 -1.0073 1.9424 -0.4910
H9 0.9919 1.0253 -1.8123

Here is C2H2N2O2S2 in the gas phase in a non-equilibrium geometry from the OMol25 dataset. Energies are from ωB97M-V/def2-TZVPD.

As for the SMILES: O=C=C(N=S)SNO. As for the total energy: -1133.57359 a.u. As for the frontier orbital gap (spin up / spin down): 6.71 / 6.51 eV. Its LUMO energy (spin up / spin down) is -1.51 / -1.54 eV. Its net charge is 0.

Geometry (Å):
C1 -0.9507 0.5888 -0.2186
C2 -1.1586 -0.3808 -1.0923
N1 -1.4670 0.7448 0.9911
N2 1.6832 0.2467 0.4252
O1 2.2088 -0.8352 -0.2361
O2 -1.3998 -0.9394 -2.0904
S1 0.7571 1.3914 -0.3613
S2 -2.3927 0.2660 2.1285
H1 1.3869 -1.1030 -0.9103
H2 1.3329 0.0208 1.3643